Here is a cluster of 5 separate species, C32H43BF3N7O2P in total from the Open Molecules 2025 dataset. Energies are from the ωB97M-V functional and the def2-TZVPD basis.

Geometry as ORCA input:
```
! wB97M-V def2-TZVPD RIJCOSX def2/J DEFGRID3
* xyz 1 1
C 2.5402 -3.1245 0.1858
B 3.2922 -2.0462 1.0515
O 4.3223 -2.4753 1.9059
C 3.0198 -0.4652 1.0294
C 2.0558 0.1252 2.1402
C 1.1907 1.1314 1.4006
P 0.0388 2.1615 2.4115
N 0.7008 3.5964 2.5185
N 1.3934 1.1253 0.1404
C 0.6203 1.9943 -0.7507
C -0.5099 1.1831 -1.4521
C -1.5749 0.6958 -0.5213
F -1.3958 -0.5154 0.0382
C -2.6791 1.3186 -0.2168
F -3.4510 0.8903 0.7304
F -3.1217 2.3710 -0.8224
C 2.4578 0.1637 -0.2479
C 3.4549 0.6660 -1.3216
C 4.7227 1.2974 -0.7208
O 4.2902 2.2159 0.2940
C 5.6104 2.0461 -1.7486
N 6.6498 2.8143 -1.0260
H 3.1903 -4.0146 0.1640
H 1.5980 -3.4810 0.6758
H 2.3704 -2.8482 -0.8651
H 5.1435 -2.2427 1.4380
H 3.9802 -0.0564 1.3790
H 2.6852 0.5183 2.9462
H 1.3088 -0.5655 2.5738
H -0.1342 1.6502 3.7194
H -1.1863 2.3162 1.7204
H 1.5958 3.6103 2.0266
H 1.2654 2.4036 -1.5367
H 0.1681 2.8533 -0.2402
H -0.9116 1.7120 -2.3242
H -0.0307 0.2789 -1.8677
H 1.8858 -0.6254 -0.7739
H 3.7658 -0.1627 -1.9727
H 2.9886 1.4252 -1.9666
H 5.3392 0.5255 -0.2256
H 4.8248 2.1169 1.0911
H 5.0000 2.7792 -2.2951
H 6.1056 1.3840 -2.4698
H 6.2362 3.6704 -0.6632
H 6.8893 2.2954 -0.1815
N -0.4673 -4.5493 0.5344
C -1.1496 -3.6198 1.2065
C -2.4661 -3.7666 1.6098
C -3.1191 -4.9477 1.2948
C -2.4332 -5.9265 0.5956
C -1.1160 -5.6795 0.2422
H -0.5989 -2.7093 1.4290
H -2.9668 -2.9778 2.1556
H -4.1491 -5.1028 1.5907
H -2.9068 -6.8621 0.3300
H -0.5404 -6.4191 -0.3032
N -6.6619 7.0994 -2.4314
C -5.6389 6.7484 -3.2105
C -4.8090 5.6680 -2.9523
C -5.0533 4.9111 -1.8180
C -6.1103 5.2595 -0.9937
C -6.8811 6.3572 -1.3459
H -5.4854 7.3721 -4.0845
H -3.9940 5.4276 -3.6222
H -4.4282 4.0606 -1.5799
H -6.3335 4.6941 -0.0988
H -7.7214 6.6665 -0.7339
N -1.9886 -9.4783 0.6795
C -1.7305 -9.2782 1.9764
C -2.0058 -10.2051 2.9690
C -2.5855 -11.4080 2.6023
C -2.8636 -11.6367 1.2661
C -2.5457 -10.6458 0.3509
H -1.2804 -8.3207 2.2182
H -1.7723 -9.9890 4.0028
H -2.8171 -12.1576 3.3488
H -3.3163 -12.5628 0.9391
H -2.7422 -10.7837 -0.7068
N 2.2110 5.6621 -0.4074
C 2.5225 6.3006 -1.5376
C 1.6363 7.1043 -2.2384
C 0.3509 7.2523 -1.7423
C 0.0046 6.5973 -0.5709
C 0.9675 5.8204 0.0560
H 3.5380 6.1535 -1.8901
H 1.9453 7.6003 -3.1484
H -0.3712 7.8706 -2.2611
H -0.9887 6.6879 -0.1515
H 0.7473 5.2896 0.9765
*
```

Calculated values
E: -2444.402896 a.u.
Strongest force on any atom: 3.295 eV/Å
Highest occupied orbital energy: -11.19 eV
Energy above the lowest of the compared OMol25 structures with the same formula, charge and spin: 0.000 eV

Atom charges from the Löwdin analysis, given in e for atoms 1 to 2:
1 C 0.012
2 B -0.424


Here is a structure of composition C36H21F15GeN5O5SSr from the Open Molecules 2025 dataset. Energies are from the ωB97M-V functional and the def2-TZVPD basis.

Geometry as ORCA input:
```
! wB97M-V def2-TZVPD RIJCOSX def2/J DEFGRID3
* xyz -1 1
Sr 1.1408 -1.1006 -1.0003
C 3.9557 0.7806 -2.2406
C 3.7137 1.6250 -0.9896
N 2.3389 1.4433 -0.5424
C 2.1346 1.6298 0.8818
C 2.7529 0.4838 1.6479
C 3.3050 0.6525 2.9104
C 3.8554 -0.4502 3.5462
C 3.8460 -1.6736 2.8990
C 3.2641 -1.7589 1.6379
C 3.1707 -3.0891 0.9259
N 3.0384 -2.9741 -0.5186
C 4.2862 -2.8460 -1.2702
C 4.7391 -1.3920 -1.3938
N 3.6585 -0.6138 -1.9655
N 2.7330 -0.7003 1.0396
H 4.9909 0.9296 -2.5861
H 3.2826 1.1219 -3.0309
H 3.9643 2.6755 -1.1900
H 4.3823 1.2743 -0.1987
H 1.6981 2.0341 -1.0623
H 1.0548 1.6100 1.0619
H 2.5258 2.5853 1.2601
H 3.3088 1.6269 3.3819
H 4.2970 -0.3526 4.5298
H 4.2758 -2.5529 3.3617
H 2.2633 -3.5683 1.3062
H 4.0344 -3.7058 1.2145
H 2.5211 -3.7698 -0.8661
H 4.1040 -3.2285 -2.2776
H 5.0943 -3.4400 -0.8181
H 5.6524 -1.3620 -2.0101
H 4.9947 -0.9957 -0.4059
H 3.3146 -1.0741 -2.8076
O -2.1058 -6.3766 -2.8188
C -1.3176 -5.3444 -2.4219
C -0.3276 -4.8183 -3.2522
C 0.4018 -3.7457 -2.7805
N 0.2022 -3.2408 -1.5683
C -0.7120 -3.7614 -0.7552
C -1.5105 -4.8195 -1.1474
C -0.7470 -3.0865 0.6342
O -1.4258 -3.6160 1.5107
O -0.0084 -2.0535 0.7187
C 1.4973 -2.9925 -3.5392
O 2.2522 -3.6175 -4.2893
O 1.5371 -1.7575 -3.2456
H -1.8932 -6.6015 -3.7294
H -0.1317 -5.2164 -4.2411
H -2.2662 -5.2215 -0.4870
F -4.8356 2.6193 1.6838
C -4.8829 1.3101 1.3829
C -3.8273 0.7231 0.7121
C -3.9205 -0.6296 0.4359
F -2.9445 -1.2342 -0.2371
C -5.0174 -1.3804 0.8277
F -5.1040 -2.6803 0.5466
C -6.0497 -0.7634 1.5114
F -7.1103 -1.4715 1.8969
C -5.9882 0.5910 1.7924
F -6.9908 1.1800 2.4531
Ge -2.2642 1.8253 0.1253
S -0.8452 1.1976 -1.2877
C -1.5354 2.5754 1.8689
C -0.4879 3.4811 1.7832
F -0.0019 3.8211 0.5827
C 0.1013 4.0599 2.8905
F 1.1113 4.9272 2.7616
C -0.3576 3.7230 4.1513
F 0.1949 4.2689 5.2332
C -1.3794 2.8025 4.2813
F -1.8082 2.4607 5.4999
C -1.9390 2.2339 3.1480
F -2.8904 1.3160 3.3491
C -3.2403 3.3618 -0.7816
C -3.9233 3.0006 -1.9345
F -4.1143 1.6984 -2.1982
C -4.4184 3.9160 -2.8428
F -5.0683 3.5241 -3.9426
C -4.2301 5.2656 -2.6023
F -4.6835 6.1713 -3.4701
C -3.5857 5.6703 -1.4497
F -3.4323 6.9770 -1.2010
C -3.1123 4.7202 -0.5595
F -2.5555 5.1827 0.5710
*
```

Calculated values
E: -6038.528526 a.u.
Strongest force on any atom: 2.344 eV/Å
Highest occupied orbital energy: -5.97 eV
Energy above the lowest of the compared OMol25 structures with the same formula, charge and spin: 1.069 eV

Atom charges from the Löwdin analysis, given in e for atoms 1 to 2:
1 Sr 1.351
2 C -0.199


Here is an isolated molecule of C10H18FN from the Open Molecules 2025 dataset. Energies are from the ωB97M-V functional and the def2-TZVPD basis.

Geometry as ORCA input:
```
! wB97M-V def2-TZVPD RIJCOSX def2/J DEFGRID3
* xyz 0 1
C 0.4492 0.9340 2.0285
C 1.1956 1.3590 0.6893
C 2.5394 1.8323 1.0294
C 1.2893 0.0112 -0.1495
C 0.1169 -0.0994 -1.1811
C 0.1740 -1.2466 -2.1077
C -2.1676 0.8177 -1.1147
C -1.8894 -1.2483 -0.0571
C -1.1594 -2.0902 0.9752
C -0.7820 -3.0903 1.5632
H 1.1170 0.0896 2.4565
H -0.5200 0.5587 1.6757
H 0.1403 1.7790 2.7481
H 0.5973 2.0104 0.0269
H 3.1556 1.0889 1.4051
H 3.2727 2.2136 0.2284
H 2.5048 2.7030 1.6678
H 1.1878 -0.8042 0.4772
H 2.2410 0.0112 -0.7108
H 0.1657 0.9250 -1.6103
H -0.0325 -2.2288 -1.6651
H 1.1265 -1.1449 -2.6087
H -2.8951 1.2588 -0.3438
H -1.8220 1.7661 -1.8465
H -2.7513 0.1593 -1.8472
H -2.9883 -1.0681 0.1693
H -1.9007 -1.8369 -0.9808
H -0.3673 -3.6908 2.4344
N -1.1983 -0.0492 -0.4137
F -0.7993 -0.9202 -2.9380
*
```

Calculated values
E: -546.267466 a.u.
Strongest force on any atom: 4.310 eV/Å
Highest occupied orbital energy: -8.43 eV
Energy above the lowest of the compared OMol25 structures with the same formula, charge and spin: 0.622 eV

Atom charges from the Löwdin analysis, given in e for atoms 1 to 2:
1 C -0.070
2 C -0.400


Q: Which value of energy above the lowest of the compared OMol25 structures with the same formula, charge and spin does entry 3 give?
A: 0.622 eV